# 1
Entry from the OMol25 dataset: a cluster of 2 separate species, C5H13NO3 in total (wB97M-V/def2-TZVPD).

ORCA input file:
```
! wB97M-V def2-TZVPD RIJCOSX def2/J DEFGRID3
* xyz 0 1
C 2.73 0.20 -1.01
C 1.60 -0.45 -0.24
O 2.09 -1.66 0.31
O 1.28 0.37 0.87
C 0.30 -0.83 -1.21
O -0.01 -2.00 -1.41
H 3.61 0.33 -0.37
H 2.45 1.19 -1.38
H 3.05 -0.42 -1.86
H 1.38 -2.32 0.20
H 1.82 0.01 1.60
H 0.09 -0.05 -1.96
C -2.47 1.41 -0.12
N -1.53 0.33 0.19
C -1.87 -0.34 1.44
H -3.50 1.04 -0.15
H -2.41 2.20 0.63
H -2.23 1.84 -1.09
H -0.55 0.71 0.26
H -2.87 -0.77 1.41
H -1.78 0.36 2.28
H -1.16 -1.15 1.62
*
```

The frontier orbital gap comes out at 0.3518 hartree. As for the structure (SMILES): CC(O)(O)C=O.CNC.

=====

# 2
Entry from the OMol25 dataset: an isolated molecule of C4H5NO (wB97M-V/def2-TZVPD).

ORCA input file:
```
! wB97M-V def2-TZVPD RIJCOSX def2/J DEFGRID3
* xyz 0 1
H 1.10 1.93 1.94
N 0.55 1.56 1.17
C 0.46 0.29 1.23
C -0.41 -0.43 0.24
C -0.99 0.44 -0.86
C -0.19 -0.50 -1.23
O 0.45 -1.11 -2.23
H 0.91 -0.31 2.04
H -1.01 -1.24 0.68
H -1.50 1.38 -0.98
H 0.68 -2.01 -1.94
*
```

The frontier orbital gap comes out at 0.3543 hartree. As for the structure (SMILES): [H]/N=C/[C@H]1C=C1O.

=====

# 3
Entry from the OMol25 dataset: a cluster of 2 separate species, C14H16O in total (wB97M-V/def2-TZVPD).

ORCA input file:
```
! wB97M-V def2-TZVPD RIJCOSX def2/J DEFGRID3
* xyz 0 1
C 1.04 0.69 -0.18
C 1.14 0.21 -1.57
C 0.57 -1.03 -1.88
C 0.46 -1.51 -3.22
C 0.97 -0.66 -4.14
O 0.87 -0.77 -5.50
C 1.65 0.53 -3.85
C 1.56 1.06 -2.57
H 0.05 1.17 -0.01
H 1.87 1.28 -0.09
H 1.18 -0.18 0.38
H 0.00 -1.62 -1.08
H 0.02 -2.43 -3.44
H 0.18 -1.41 -5.75
H 2.26 1.02 -4.63
H 1.86 2.06 -2.19
C -2.04 1.89 3.49
C -1.58 0.63 2.89
C -0.49 0.17 3.57
C 0.26 -0.97 3.12
C -0.02 -1.56 1.93
C -1.04 -1.08 1.21
C -1.93 0.09 1.66
H -3.03 2.32 3.13
H -1.25 2.59 3.44
H -2.19 1.66 4.54
H -0.10 0.71 4.43
H 1.02 -1.38 3.82
H 0.39 -2.55 1.55
H -1.12 -1.32 0.08
H -2.58 0.37 0.85
*
```

The frontier orbital gap comes out at 0.3312 hartree. As for the structure (SMILES): Cc1ccc(O)cc1.Cc1ccccc1.

=====

# 4
Entry from the OMol25 dataset: a structure of composition C14H38FNO6Zr (wB97M-V/def2-TZVPD).

ORCA input file:
```
! wB97M-V def2-TZVPD RIJCOSX def2/J DEFGRID3
* xyz 2 1
Zr -1.94 0.89 -0.33
C 1.76 -1.73 1.28
C 1.15 -2.27 -0.01
C 1.81 -3.65 -0.37
C 1.39 -4.84 0.43
C -0.22 -4.87 0.37
C -0.97 -3.64 0.82
N -0.38 -2.45 0.16
O -1.04 -1.16 0.32
C -0.92 -3.54 2.40
C -2.41 -3.85 0.44
C 1.66 -1.32 -1.15
H 2.84 -1.62 1.35
H 1.49 -2.43 2.07
H 1.27 -0.82 1.62
H 2.89 -3.56 -0.31
H 1.67 -3.88 -1.43
H 1.71 -4.70 1.46
H 1.72 -5.75 -0.07
H -0.52 -5.66 1.06
H -0.46 -5.18 -0.64
H -0.06 -4.13 2.72
H -1.75 -3.88 3.01
H -0.79 -2.52 2.78
H -2.70 -4.86 0.72
H -2.50 -3.87 -0.65
H -3.00 -3.01 0.78
H 0.99 -1.32 -2.00
H 2.68 -1.49 -1.51
H 1.61 -0.33 -0.70
F -0.12 1.92 -0.84
C 0.66 1.59 2.42
O -0.65 1.19 1.87
H 0.50 2.39 3.14
H 1.02 0.71 2.94
H 1.33 1.89 1.61
H -1.12 0.96 2.67
C 1.82 4.35 -3.22
O 1.56 2.95 -2.95
H 2.86 4.44 -2.91
H 1.64 4.55 -4.27
H 1.19 5.00 -2.61
H 1.23 2.80 -2.06
C -0.65 0.62 -3.58
O -1.30 -0.02 -2.45
H -0.83 1.69 -3.69
H 0.41 0.45 -3.76
H -1.16 0.19 -4.44
H -1.45 -0.92 -2.73
C 0.74 5.13 0.94
O -0.24 4.55 1.70
H 0.58 6.16 0.64
H 1.74 5.09 1.35
H 0.66 4.69 -0.06
H -0.55 5.30 2.22
C -3.13 4.02 0.59
O -2.07 3.08 0.45
H -4.05 3.88 0.01
H -3.57 4.33 1.54
H -2.73 4.91 0.11
H -1.29 3.54 0.77
*
```

The frontier orbital gap comes out at 0.1747 hartree.

=====

Copy entry 3 word for word.
Entry from the OMol25 dataset: a cluster of 2 separate species, C14H16O in total (wB97M-V/def2-TZVPD).

ORCA input file:
```
! wB97M-V def2-TZVPD RIJCOSX def2/J DEFGRID3
* xyz 0 1
C 1.04 0.69 -0.18
C 1.14 0.21 -1.57
C 0.57 -1.03 -1.88
C 0.46 -1.51 -3.22
C 0.97 -0.66 -4.14
O 0.87 -0.77 -5.50
C 1.65 0.53 -3.85
C 1.56 1.06 -2.57
H 0.05 1.17 -0.01
H 1.87 1.28 -0.09
H 1.18 -0.18 0.38
H 0.00 -1.62 -1.08
H 0.02 -2.43 -3.44
H 0.18 -1.41 -5.75
H 2.26 1.02 -4.63
H 1.86 2.06 -2.19
C -2.04 1.89 3.49
C -1.58 0.63 2.89
C -0.49 0.17 3.57
C 0.26 -0.97 3.12
C -0.02 -1.56 1.93
C -1.04 -1.08 1.21
C -1.93 0.09 1.66
H -3.03 2.32 3.13
H -1.25 2.59 3.44
H -2.19 1.66 4.54
H -0.10 0.71 4.43
H 1.02 -1.38 3.82
H 0.39 -2.55 1.55
H -1.12 -1.32 0.08
H -2.58 0.37 0.85
*
```

The frontier orbital gap comes out at 0.3312 hartree. As for the structure (SMILES): Cc1ccc(O)cc1.Cc1ccccc1.

=====

- Which value of frontier orbital gap does entry 4 give?
  0.1747 hartree

=====

- Number 4 is which compound?
  C14H38FNO6Zr